(1)
2 unconnected molecules or ions with the total composition C8H12N4. Source: the Open Molecules 2025 dataset; level of theory: ωB97M-V/def2-TZVPD.

Its total energy is -14450.71350 eV. The calculation puts the HOMO energy at -8.149 eV. For the LUMO energy, the calculation gives 0.0287 hartree. Its SMILES is Cc1c[nH]cn1.Cc1c[nH]cn1. The value obtained for the HOMO-LUMO gap is 8.93 eV.

CARTESIAN COORDINATES (ANGSTROEM)
C (0.02, -2.00, -0.87)
C (0.46, -0.72, -1.51)
C (0.24, 1.11, -2.63)
C (1.65, -0.50, -2.17)
N (-0.41, 0.28, -1.86)
N (1.53, 0.70, -2.80)
H (-0.17, 1.94, -3.17)
H (-1.06, -2.11, -1.01)
H (0.04, -1.89, 0.23)
H (2.33, 1.23, -3.10)
H (2.61, -0.98, -2.05)
H (0.53, -2.88, -1.23)
C (0.53, -0.06, 3.24)
C (-0.33, 0.23, 2.06)
C (-2.13, 0.08, 0.92)
C (-0.38, 1.35, 1.27)
N (-1.41, -0.57, 1.80)
N (-1.59, 1.29, 0.65)
H (-3.13, -0.08, 0.56)
H (1.46, -0.62, 3.08)
H (-0.02, -0.72, 3.91)
H (-1.88, 1.84, -0.14)
H (0.23, 2.23, 1.15)
H (0.89, 0.87, 3.68)

(2)
A molecular structure, C28H27FeN4O4PS2. Source: the Open Molecules 2025 dataset; level of theory: ωB97M-V/def2-TZVPD.

Its total energy is -108972.44866 eV. The calculation puts the HOMO energy (spin up / spin down) at -3.076 / -5.466 eV. As for the expectation value of S²: 8.91. Its spin multiplicity is 6. The charge is -1. For the LUMO energy (spin up / spin down), the calculation gives 0.0810 / 0.0769 hartree. The value obtained for the HOMO-LUMO gap (spin up / spin down) is 5.28 / 7.56 eV.

CARTESIAN COORDINATES (ANGSTROEM)
Fe (-0.10, 0.81, -0.38)
C (-2.71, 2.97, -4.17)
C (-4.01, 2.87, -3.39)
O (-4.08, 1.78, -2.48)
P (-2.92, 1.69, -1.25)
S (-1.43, 2.46, 0.41)
S (-1.51, 0.43, -2.06)
O (-3.77, 0.66, -0.32)
C (-4.62, 1.24, 0.67)
C (-4.70, 0.29, 1.85)
H (-2.79, 3.77, -4.91)
H (-2.49, 2.03, -4.68)
H (-1.87, 3.19, -3.51)
H (-4.84, 2.71, -4.09)
H (-4.20, 3.81, -2.86)
H (-5.61, 1.41, 0.23)
H (-4.21, 2.20, 1.00)
H (-4.97, -0.71, 1.50)
H (-5.45, 0.62, 2.56)
H (-3.73, 0.23, 2.35)
O (3.47, 0.28, 5.77)
N (2.51, -0.52, 5.63)
O (2.24, -1.37, 6.52)
C (1.72, -0.49, 4.48)
C (0.67, -1.42, 4.40)
C (-0.15, -1.50, 3.27)
C (-1.24, -2.40, 3.13)
C (-1.98, -2.41, 1.98)
C (-1.65, -1.52, 0.94)
N (-0.64, -0.67, 1.05)
C (0.08, -0.64, 2.18)
C (1.14, 0.34, 2.25)
N (1.29, 1.14, 1.17)
C (2.20, 2.10, 1.20)
C (3.02, 2.30, 2.29)
C (2.90, 1.48, 3.40)
C (1.95, 0.45, 3.40)
H (0.51, -2.08, 5.24)
H (-1.47, -3.08, 3.94)
H (-2.81, -3.09, 1.86)
H (-2.22, -1.49, 0.02)
H (2.29, 2.72, 0.31)
H (3.74, 3.11, 2.27)
H (3.53, 1.61, 4.26)
N (2.38, -1.71, 0.25)
C (1.95, -2.42, -0.85)
C (1.60, -3.77, -0.72)
C (1.19, -4.50, -1.82)
C (1.12, -3.91, -3.07)
C (1.45, -2.57, -3.20)
C (1.84, -1.80, -2.11)
C (2.17, -0.36, -2.29)
C (3.23, -0.01, -3.14)
C (3.53, 1.32, -3.39)
C (2.76, 2.32, -2.81)
C (1.71, 1.97, -1.98)
C (1.40, 0.63, -1.69)
H (2.67, -2.22, 1.06)
H (2.88, -0.85, 0.08)
H (1.68, -4.24, 0.26)
H (0.93, -5.55, -1.69)
H (0.80, -4.49, -3.93)
H (1.38, -2.08, -4.16)
H (3.82, -0.80, -3.59)
H (4.36, 1.57, -4.05)
H (2.96, 3.37, -3.02)
H (1.07, 2.76, -1.58)

(3)
2 unconnected molecules or ions with the total composition CH4N3O2. Source: the Open Molecules 2025 dataset; level of theory: ωB97M-V/def2-TZVPD.

Its total energy is -9664.36971 eV. The calculation puts the HOMO energy at -0.508 eV. The charge is -1. For the LUMO energy, the calculation gives 0.1252 hartree. The value obtained for the HOMO-LUMO gap is 3.91 eV.

CARTESIAN COORDINATES (ANGSTROEM)
C (2.43, -0.08, -0.21)
N (-1.01, 0.89, -0.61)
N (-1.34, -0.76, 1.01)
N (-0.91, 0.59, 0.81)
O (2.12, -1.18, -0.43)
O (2.92, 0.90, 0.24)
H (-0.45, 0.14, -1.32)
H (-0.68, 1.83, -0.83)
H (-0.79, -1.33, 0.39)
H (-2.29, -1.01, 0.96)

(4)
C4H9OP in the gas phase. Source: the Open Molecules 2025 dataset; level of theory: ωB97M-V/def2-TZVPD.

Its total energy is -15626.65564 eV. The calculation puts the HOMO energy (spin up / spin down) at -8.587 / -8.670 eV. For the LUMO energy (spin up / spin down), the calculation gives -0.0316 / -0.0014 hartree. Its SMILES is [H]/P=C/C(C)(C)O. The value obtained for the HOMO-LUMO gap (spin up / spin down) is 7.73 / 8.63 eV.

CARTESIAN COORDINATES (ANGSTROEM)
C (0.45, 0.80, -0.99)
C (-1.05, 0.12, 0.89)
C (0.59, -1.49, -0.10)
C (0.33, -0.01, 0.25)
O (1.34, 0.45, 1.15)
P (-1.38, 1.78, -1.63)
H (1.38, 1.07, -1.43)
H (-1.13, -0.51, 1.78)
H (-1.82, -0.18, 0.18)
H (-1.23, 1.16, 1.17)
H (0.34, -2.13, 0.75)
H (1.64, -1.64, -0.34)
H (-0.02, -1.78, -0.95)
H (1.24, -0.02, 1.98)
H (-0.70, 2.37, -2.71)

(5)
A molecular structure, H8O4. Source: the Open Molecules 2025 dataset; level of theory: ωB97M-V/def2-TZVPD.

Its total energy is -8317.88634 eV. The calculation puts the HOMO energy at -9.873 eV. For the LUMO energy, the calculation gives 0.0089 hartree. The value obtained for the HOMO-LUMO gap is 10.11 eV.

CARTESIAN COORDINATES (ANGSTROEM)
O (24.36, 3.95, 25.72)
H (25.08, 4.41, 26.15)
H (24.75, 3.58, 24.92)
O (22.91, 4.57, 27.59)
H (23.63, 4.98, 27.11)
H (22.57, 5.27, 28.15)
O (22.15, 6.48, 28.04)
H (22.43, 7.10, 27.36)
H (22.21, 6.98, 28.86)
O (22.16, 5.61, 24.54)
H (21.28, 5.48, 24.89)
H (22.72, 5.65, 25.31)

(6)
3 unconnected molecules or ions with the total composition C21H47FO7P. Source: the Open Molecules 2025 dataset; level of theory: ωB97M-V/def2-TZVPD.

Its total energy is -48875.59181 eV. The calculation puts the HOMO energy at -4.863 eV. The charge is -1. For the LUMO energy, the calculation gives 0.0979 hartree. The value obtained for the HOMO-LUMO gap is 7.53 eV.

CARTESIAN COORDINATES (ANGSTROEM)
C (5.75, -2.58, 1.73)
C (5.20, -1.49, 1.12)
C (3.92, -0.79, 1.53)
C (2.81, -1.84, 1.76)
O (2.28, -2.09, 0.49)
P (2.00, -0.51, -0.22)
F (0.51, -1.10, -0.80)
C (2.78, -0.96, -1.87)
C (3.36, -2.36, -2.00)
C (2.31, -3.46, -2.24)
C (1.92, -3.55, -3.71)
C (2.92, -4.82, -1.83)
O (1.79, 1.10, -0.84)
C (0.50, 1.56, -1.12)
C (-0.46, 1.65, 0.09)
C (-1.75, 0.84, -0.15)
C (-2.95, 1.45, 0.60)
O (3.53, 0.02, 0.45)
H (6.73, -2.58, 2.21)
H (5.15, -3.49, 1.78)
H (5.67, -1.06, 0.23)
H (4.15, -0.23, 2.44)
H (3.21, -2.80, 2.12)
H (2.06, -1.58, 2.52)
H (1.43, -0.16, 1.03)
H (2.10, -0.73, -2.69)
H (3.61, -0.26, -1.97)
H (4.00, -2.36, -2.90)
H (4.02, -2.63, -1.18)
H (1.44, -3.27, -1.62)
H (1.39, -2.65, -4.03)
H (2.77, -3.77, -4.36)
H (1.22, -4.38, -3.83)
H (3.50, -5.22, -2.67)
H (2.12, -5.53, -1.63)
H (3.56, -4.73, -0.95)
H (0.63, 2.60, -1.46)
H (0.03, 1.06, -1.97)
H (-0.80, 2.69, 0.19)
H (0.01, 1.39, 1.03)
H (-1.61, -0.21, 0.11)
H (-2.00, 0.95, -1.21)
H (-3.04, 1.01, 1.60)
H (-2.81, 2.53, 0.73)
H (-3.89, 1.32, 0.07)
C (-2.21, -2.10, 2.62)
O (-3.40, -1.51, 3.12)
C (-4.55, -1.89, 2.40)
C (-5.35, -2.94, 3.14)
O (-4.65, -4.17, 3.25)
C (-4.04, -4.36, 4.51)
H (-1.42, -1.94, 3.34)
H (-2.33, -3.18, 2.46)
H (-1.92, -1.63, 1.67)
H (-4.28, -2.25, 1.40)
H (-5.17, -1.00, 2.28)
H (-6.27, -3.15, 2.58)
H (-5.63, -2.57, 4.13)
H (-4.80, -4.61, 5.27)
H (-3.50, -3.47, 4.84)
H (-3.35, -5.19, 4.43)
C (0.12, 5.75, -0.30)
O (-1.29, 5.65, -0.40)
C (-1.93, 6.86, -0.77)
C (-2.30, 6.86, -2.23)
O (-1.15, 6.85, -3.07)
C (-0.85, 5.57, -3.59)
H (0.52, 4.74, -0.25)
H (0.55, 6.26, -1.16)
H (0.39, 6.29, 0.62)
H (-1.29, 7.72, -0.53)
H (-2.85, 6.94, -0.17)
H (-2.85, 7.78, -2.46)
H (-2.95, 6.01, -2.46)
H (-1.56, 5.31, -4.39)
H (-0.88, 4.80, -2.82)
H (0.15, 5.61, -4.01)